DFT (ωB97M-V/def2-TZVPD) results for a structure of composition C26H29N4PtS3.

Results
⟨S²⟩ = 2.0404
energy above the lowest of the compared OMol25 structures with the same formula, charge and spin = 1.415 eV
LUMO energy (spin up / spin down) = -2.95 / -4.32 eV

The geometry in ORCA input format:
```
! RIJCOSX wB97M-V def2-TZVPD def2/J DEFGRID3
* xyz 1 3
Pt 0.346 1.677 -0.669
N 4.319 2.598 -0.744
C 4.512 1.253 -0.436
C 3.302 0.679 -0.591
N 2.338 1.629 -0.894
C 3.014 2.779 -0.980
C 2.151 3.950 -0.937
N 0.902 3.755 -0.565
C 0.264 5.044 -0.482
C 1.206 5.984 -0.879
N 2.384 5.252 -1.172
H 5.055 3.306 -0.875
H 5.459 0.969 -0.115
H 2.868 -0.295 -0.260
H -0.785 5.185 -0.217
H 1.134 7.055 -1.072
H 3.332 5.626 -1.199
C -2.305 -0.964 1.379
C -2.601 0.030 0.284
S -1.887 1.722 0.276
C -1.641 1.831 2.086
C -2.889 1.861 2.948
S -2.654 1.321 4.608
C -3.796 -0.117 4.857
C -3.413 -1.340 4.083
S -3.803 -1.460 2.301
H -1.522 -0.652 2.045
H -1.907 -1.901 1.038
H -3.726 0.196 0.278
H -2.435 -0.353 -0.748
H -1.037 2.784 2.257
H -0.896 1.030 2.265
H -3.731 1.298 2.497
H -3.184 2.922 3.024
H -4.787 0.265 4.640
H -3.768 -0.322 5.919
H -3.861 -2.238 4.546
H -2.345 -1.513 4.146
C 1.030 -5.470 0.310
C 0.911 -4.591 1.444
C 0.795 -3.221 1.267
C 0.748 -2.666 -0.035
C 0.806 -3.550 -1.151
C 1.028 -4.928 -0.958
C 0.554 -1.240 -0.034
C 0.396 -0.291 -1.033
C 0.458 -0.607 -2.496
C 1.545 -1.341 -2.997
C 1.512 -1.711 -4.389
C 0.479 -1.285 -5.197
C -0.539 -0.448 -4.705
C -0.569 -0.166 -3.330
H 1.003 -6.505 0.534
H 0.831 -5.011 2.410
H 0.835 -2.613 2.164
H 0.600 -3.215 -2.096
H 1.155 -5.573 -1.800
H 0.492 -0.858 0.980
H 2.311 -1.835 -2.393
H 2.278 -2.358 -4.761
H 0.378 -1.728 -6.175
H -1.286 -0.019 -5.323
H -1.364 0.384 -2.879
*
```